Formula: C54H42BrCeN5O4S2Se
Source: the OMol25 dataset
Level of theory: ωB97M-V/def2-TZVPD

Output
* highest occupied orbital energy (spin up / spin down): -10.1 / -10.1 eV
* spin multiplicity: 2
* LUMO energy (spin up / spin down): -2.6 / -2.6 eV
* net charge: +1
* relative energy (zero: lowest compared OMol25 entry of this formula, charge and spin): 0.0 kJ/mol
* orbital gap (spin up / spin down): 7.528 / 7.523 eV

Last column: Löwdin spin population.
Element x y z (Å)
Ce 1.0790 -1.3170 0.3127  1.02
O 4.8719 -0.7025 -1.8183  0.00
C 4.0326 -0.6533 -0.8748  0.00
N 3.3615 -1.7132 -0.3456  0.00
C 3.8190 -3.0022 -0.5599  0.00
O 4.9964 -3.3199 -0.7567  0.00
C 2.8255 -4.0693 -0.4494  0.00
C 3.2312 -5.3905 -0.1159  0.00
C 2.2459 -6.3732 -0.0827  0.00
C 0.9388 -6.0715 -0.4407  0.00
C 0.6139 -4.7576 -0.7262  0.00
N 1.5200 -3.7918 -0.6648  0.00
C 3.7317 0.6817 -0.3494  0.00
C 4.8167 1.5617 -0.1284  0.00
C 4.5610 2.8374 0.3535  0.00
C 3.2349 3.2480 0.5125  0.00
C 2.2266 2.3655 0.1777  0.00
N 2.4696 1.0868 -0.1526  0.00
H 4.2956 -5.5843 0.0686  0.00
H 2.5307 -7.3911 0.1943  0.00
H 0.1997 -6.8636 -0.4813  0.00
H -0.3936 -4.4680 -0.9979  0.00
H 5.8254 1.1808 -0.3202  0.00
H 5.3887 3.5262 0.5695  0.00
H 3.0326 4.2342 0.9172  0.00
H 1.2010 2.6960 0.1837  0.00
C 1.3373 1.2630 8.6496  0.00
C 1.1197 1.2494 7.1573  0.00
C 1.4509 0.1271 6.4007  0.00
C 1.3070 0.1049 5.0122  0.00
C 0.7583 1.2055 4.3858  0.00
C 0.4392 2.3490 5.0888  0.00
C 0.6145 2.3591 6.4644  0.00
S 0.4458 1.1892 2.6357  0.00
O 1.2641 -0.0470 2.2169  0.00
C -1.2802 0.5855 2.7498  0.00
C -1.5685 -0.5831 3.4679  0.00
C -2.8627 -1.0784 3.4036  0.00
C -3.8856 -0.4554 2.6645  0.00
C -5.2063 -0.9469 2.6130  0.00
C -6.1802 -0.2950 1.8800  0.00
C -5.8673 0.8800 1.1901  0.00
C -4.5804 1.3770 1.2011  0.00
C -3.5499 0.7282 1.9300  0.00
C -2.1993 1.1901 1.9151  0.00
C -1.7979 2.3938 1.1295  0.00
C -1.8701 3.6973 1.7337  0.00
C -2.2555 3.8531 3.0982  0.00
C -2.2319 5.0897 3.7076  0.00
C -1.8839 6.2320 2.9894  0.00
C -1.5605 6.1111 1.6468  0.00
C -1.5205 4.8679 0.9968  0.00
C -1.1508 4.7479 -0.3801  0.00
C -1.0830 3.4986 -0.9559  0.00
C -1.4000 2.3489 -0.2004  0.00
S -0.8804 0.8356 -1.0712  0.00
O -1.0522 -0.4155 -0.1942  0.00
C -2.2415 0.6574 -2.2020  0.00
C -2.0534 1.0838 -3.5108  0.00
C -3.1116 1.0351 -4.3985  0.00
C -4.3796 0.6114 -3.9736  0.00
C -5.5026 0.6218 -4.9532  0.00
C -4.5354 0.1875 -2.6520  0.00
C -3.4501 0.1455 -1.7800  0.00
H 1.2485 0.2659 9.0630  0.00
H 0.6452 1.9545 9.1281  0.00
H 2.3395 1.6053 8.9004  0.00
H 1.8285 -0.7407 6.9138  0.00
H 1.6205 -0.7541 4.4277  0.00
H 0.0699 3.2312 4.5537  0.00
H 0.3537 3.2337 7.0575  0.00
H -0.8142 -1.1351 4.0306  0.00
H -3.0795 -2.0208 3.9033  0.00
H -5.4463 -1.8435 3.1948  0.00
H -7.1874 -0.7255 1.8125  0.00
H -6.6531 1.4093 0.6268  0.00
H -4.3288 2.2652 0.6212  0.00
H -2.5417 2.9832 3.6881  0.00
H -2.5159 5.1741 4.7575  0.00
H -1.8738 7.2014 3.4802  0.00
H -1.3301 7.0210 1.0842  0.00
H -0.9478 5.6459 -0.9623  0.00
H -0.7790 3.3865 -1.9986  0.00
H -1.0773 1.4702 -3.8405  0.00
H -2.9613 1.3347 -5.4314  0.00
H -5.1212 0.6036 -5.9720  0.00
H -6.0990 1.5348 -4.8421  0.00
H -6.1983 -0.2094 -4.7936  0.00
H -5.5042 -0.1456 -2.2812  0.00
H -3.5516 -0.2452 -0.7734  0.00
C 0.4367 -3.6516 -4.6627  0.00
N 1.7175 -2.9440 -4.6421  0.00
C 2.1123 -1.9576 -3.7588  0.00
Se 0.9418 -1.0343 -2.6563  0.00
N 3.4443 -1.6277 -3.9720  0.00
C 3.9110 -2.3633 -5.0721  0.00
C 5.0787 -2.2742 -5.7787  0.00
C 5.2059 -3.0424 -6.9389  0.00
C 4.1503 -3.8167 -7.3837  0.00
C 2.9567 -3.9094 -6.6534  0.00
C 2.8394 -3.1692 -5.5156  0.00
H -0.2482 -3.1607 -3.9766  0.00
H 0.5607 -4.6866 -4.3604  0.00
H 0.0225 -3.6308 -5.6810  0.00
H 4.0241 -1.2424 -3.1935  0.00
H 5.8982 -1.6191 -5.4792  0.00
H 6.1507 -3.0511 -7.4791  0.00
H 4.2277 -4.3779 -8.3300  0.00
H 2.1602 -4.5611 -7.0267  0.00
Br 0.0623 -3.1349 2.1309  -0.01